## A
The molecule C2H4N4S. Source: OMol25; level of theory: wB97M-V/def2-TZVPD.

The value obtained for the LUMO energy (alpha / beta) is -0.890 / -0.471 eV. As for the spin multiplicity: 1. Its net charge is 0. The HOMO-LUMO gap (alpha / beta) is 0.2930 / 0.2650 Eh. The HOMO energy (alpha / beta) is -8.864 / -7.682 eV.

Cartesian coordinates (Å):
S: -0.07013 -0.99898 2.74603
N: -1.10814 0.30802 -1.81369
N: -0.74978 -0.12426 0.35986
N: 1.80716 0.73107 -0.18952
N: -0.62987 0.72534 -0.64097
C: 0.22665 -0.30256 1.29791
C: 1.57760 0.21975 0.90210
H: -1.05470 -0.67920 -2.06404
H: -1.40577 -0.90455 0.26867
H: -0.91129 0.96572 -2.55395
H: 2.31828 0.05965 1.68760

=====

## B
The molecule C2H4N4S. Source: OMol25; level of theory: wB97M-V/def2-TZVPD.

The value obtained for the LUMO energy is 0.395 eV. As for the spin multiplicity: 1. Its net charge is 0. The HOMO-LUMO gap is 0.3353 Eh. The HOMO energy is -8.729 eV. Its structure (SMILES) is [H]/N=C1\NN=CSN1.

Cartesian coordinates (Å):
S: 0.03834 0.98258 1.35263
N: -0.54863 -0.91392 -0.89117
N: 1.11380 0.57820 0.01055
N: -1.08907 -1.38014 0.33602
N: 0.90119 0.20682 -2.33063
C: -0.94004 -0.62526 1.31229
C: 0.44113 -0.03809 -1.12291
H: 0.34296 -0.08866 -3.13352
H: 1.96315 1.14358 -0.11404
H: -1.40452 -0.98117 2.25865
H: -1.16259 -1.25171 -1.66286

=====

In order of decreasing stability: B, A.

=====

## A
The molecule C5H6N2. Source: OMol25; level of theory: wB97M-V/def2-TZVPD.

The value obtained for the LUMO energy (alpha / beta) is -0.645 / -0.646 eV. As for the spin multiplicity: 1. Its net charge is 0. The HOMO-LUMO gap (alpha / beta) is 0.2609 / 0.2608 Eh. The HOMO energy (alpha / beta) is -7.744 / -7.743 eV.

Cartesian coordinates (Å):
N: -2.20276 2.18287 0.54902
N: 0.22517 1.37478 0.64462
C: -1.30990 1.41916 0.44506
C: 0.42633 0.13338 0.19997
C: -1.43337 -1.03797 -1.03340
C: -0.89583 -0.25787 -0.10096
C: 1.67353 -0.65316 0.35514
H: 1.57911 -1.32220 1.21458
H: -0.83779 -1.55307 -1.78359
H: -2.50981 -1.12837 -1.12299
H: 0.90574 2.13076 0.63202
H: 2.53760 -0.01009 0.52407
H: 1.84197 -1.27822 -0.52354

=====

## B
The molecule C5H6N2. Source: OMol25; level of theory: wB97M-V/def2-TZVPD.

The value obtained for the LUMO energy is 0.775 eV. As for the spin multiplicity: 1. Its net charge is 0. The HOMO-LUMO gap is 0.3788 Eh. The HOMO energy is -9.532 eV. Its structure (SMILES) is CC1=N[C@H]1C1=NC1.

Cartesian coordinates (Å):
N: 0.22605 -1.88283 0.72665
N: -2.94384 -0.10439 -0.50072
C: 1.68762 0.00621 -0.26938
C: -0.68962 -1.35333 -0.55029
C: -2.29925 0.45660 0.72316
C: -1.79078 -0.53267 -0.21649
C: 0.64992 -0.98370 -0.01739
H: -1.96386 1.48602 0.66867
H: 1.23971 0.99991 -0.21671
H: 2.10096 -0.12496 -1.26957
H: 2.47929 -0.06561 0.47417
H: -2.67381 0.13793 1.68700
H: -0.78177 -2.08830 -1.33210

=====

In order of decreasing stability: B, A.

=====

## A
The molecule C5H6N2. Source: OMol25; level of theory: wB97M-V/def2-TZVPD.

The value obtained for the LUMO energy (alpha / beta) is -0.267 / -0.267 eV. As for the spin multiplicity: 1. Its net charge is 0. The HOMO-LUMO gap (alpha / beta) is 0.3239 / 0.3239 Eh. The HOMO energy (alpha / beta) is -9.080 / -9.082 eV. Its structure (SMILES) is N#C[C@H]1CCC=N1.

Cartesian coordinates (Å):
N: 2.90350 -0.17431 -0.15237
N: -0.32197 0.79255 -0.99048
C: 0.34576 -0.46974 -0.63490
C: -0.48295 -1.00410 0.55741
C: -0.95460 1.29387 0.04210
C: 1.77850 -0.31227 -0.37260
C: -1.60332 0.03296 0.48787
H: 0.26100 -1.14334 -1.50289
H: -0.81176 -2.03517 0.39187
H: 0.07401 -0.95378 1.50173
H: -1.50006 2.23290 -0.08292
H: -1.60377 0.70709 1.52216
H: -2.55167 -0.21904 -0.00185

=====

## B
The molecule C5H6N2. Source: OMol25; level of theory: wB97M-V/def2-TZVPD.

The value obtained for the LUMO energy is 0.958 eV. As for the spin multiplicity: 1. Its net charge is 0. The HOMO-LUMO gap is 0.3460 Eh. The HOMO energy is -8.458 eV. Its structure (SMILES) is C#C[C@@H]1C=NNC1.

Cartesian coordinates (Å):
N: -1.33209 -1.18584 -0.51358
N: -1.43352 0.17981 -0.86362
C: -0.70076 1.09197 0.06881
C: 0.32475 0.07092 0.74572
C: 1.56884 -0.03737 -0.03295
C: 2.53507 -0.20709 -0.70102
C: -0.47702 -1.14249 0.51600
H: 0.39716 0.26218 1.83163
H: -0.20296 2.02492 -0.33832
H: -0.18188 -2.19606 0.88668
H: -2.42333 0.43031 -1.27695
H: -1.30944 1.29000 1.06043
H: 3.23519 -0.58125 -1.38284

=====

## C
The molecule C5H6N2. Source: OMol25; level of theory: wB97M-V/def2-TZVPD.

The value obtained for the LUMO energy (alpha / beta) is -1.216 / -0.199 eV. As for the spin multiplicity: 1. Its net charge is 0. The HOMO-LUMO gap (alpha / beta) is 0.2779 / 0.3240 Eh. The HOMO energy (alpha / beta) is -8.779 / -9.014 eV.

Cartesian coordinates (Å):
N: -0.90325 -0.30703 0.63301
N: 0.29417 1.93245 0.04573
C: -2.02582 0.04449 0.07847
C: -3.16052 0.16708 -0.40555
C: 0.16200 -1.04808 0.15729
C: 1.31510 1.25278 -0.07768
C: 1.53764 -0.24477 0.10670
H: 2.24949 1.65165 -0.46363
H: -4.00302 0.79081 -0.45388
H: 0.13843 -1.44520 -0.91132
H: 0.25416 -1.82304 0.83851
H: 2.06253 -0.74055 -0.64941
H: 2.07908 -0.23061 1.10175

=====

## D
The molecule C5H6N2. Source: OMol25; level of theory: wB97M-V/def2-TZVPD.

The value obtained for the LUMO energy is 1.135 eV. As for the spin multiplicity: 1. Its net charge is 0. The HOMO-LUMO gap is 0.4023 Eh. The HOMO energy is -9.814 eV. Its structure (SMILES) is C1=N[C@H]1C[C@H]1C=N1.

Cartesian coordinates (Å):
N: 2.49202 -0.48168 0.21054
N: -1.57032 -0.62830 0.78492
C: -1.15426 0.46962 -0.18617
C: 0.22826 0.35589 -0.79921
C: 1.30013 0.46245 0.26727
C: 1.63360 -0.66340 1.10821
C: -2.16523 -0.55761 -0.31682
H: 1.51656 1.47166 0.62373
H: 0.36497 1.13786 -1.55721
H: 0.33538 -0.61081 -1.30603
H: -1.45660 1.47607 0.11025
H: 1.41875 -1.34851 1.91958
H: -2.94328 -1.08325 -0.85905

=====

In order of decreasing stability: A, D, B, C.

=====

## A
C5H6N2 as an isolated structure. Source: OMol25; level of theory: wB97M-V/def2-TZVPD.

The value obtained for the LUMO energy is 0.784 eV. As for the spin multiplicity: 1. Its net charge is 0. The HOMO-LUMO gap is 0.3883 Eh. The HOMO energy is -9.783 eV.

Cartesian coordinates (Å):
N: 0.44548 -2.28224 2.02557
N: -0.45669 -0.76759 -0.51638
C: -0.83494 -0.39496 0.89930
C: 0.01956 -1.27000 1.65782
C: -0.87337 0.60764 -0.20383
C: 0.37488 1.24444 -0.72024
C: 0.96230 -0.17515 -0.64473
H: 0.80468 2.06475 -0.14745
H: -1.85894 -0.55455 1.23185
H: -1.89303 0.84517 -0.50955
H: 0.21509 1.55048 -1.75815
H: 1.46816 -0.55351 -1.53205
H: 1.62683 -0.31448 0.21784

=====

## B
The molecule C5H6N2. Source: OMol25; level of theory: wB97M-V/def2-TZVPD.

The value obtained for the LUMO energy is 0.816 eV. As for the spin multiplicity: 1. Its net charge is 0. The HOMO-LUMO gap is 0.3707 Eh. The HOMO energy is -9.272 eV. Its structure (SMILES) is C1=N[C@H]1C[C@H]1C=N1.

Cartesian coordinates (Å):
N: -0.54783 -0.23512 2.46528
N: 0.74749 -1.03145 -1.03529
C: -0.80201 -0.56118 0.75286
C: -1.01294 0.55807 -0.25941
C: 0.16118 0.36311 -1.22838
C: 1.48054 -0.04141 -0.79538
C: 0.32484 -0.34386 1.59129
H: 1.32683 0.01359 1.34027
H: -1.94442 0.46989 -0.83093
H: -1.02470 1.51839 0.26586
H: -1.29551 -1.51581 0.61790
H: 2.52968 0.14136 -0.61029
H: 0.05686 0.66443 -2.27377

=====

## C
The molecule C5H6N2. Source: OMol25; level of theory: wB97M-V/def2-TZVPD.

The value obtained for the LUMO energy is 1.084 eV. As for the spin multiplicity: 1. Its net charge is 0. The HOMO-LUMO gap is 0.4027 Eh. The HOMO energy is -9.874 eV. Its structure (SMILES) is C1=N[C@H]1C[C@H]1C=N1.

Cartesian coordinates (Å):
N: -2.00219 -1.10888 -1.04394
N: 0.33783 1.14646 1.34629
C: 0.52301 -0.60899 -0.56959
C: -0.82931 -1.07632 -0.07342
C: -1.99687 -0.23060 -0.14742
C: 1.22210 0.27634 0.45770
C: 1.04479 1.71185 0.47907
H: -2.59309 0.60763 0.19297
H: 0.37641 -0.06733 -1.51288
H: 1.22310 2.71057 0.09655
H: 2.08544 -0.15563 0.96371
H: -0.80722 -1.87687 0.66791
H: 1.15975 -1.47240 -0.79544

=====

In order of decreasing stability: A, C, B.

=====

## A
A 2-piece molecular cluster, C5H6N2 overall. Source: OMol25; level of theory: wB97M-V/def2-TZVPD.

The value obtained for the LUMO energy (alpha / beta) is -0.622 / 0.141 eV. As for the spin multiplicity: 1. Its net charge is 0. The HOMO-LUMO gap (alpha / beta) is 0.2582 / 0.3044 Eh. The HOMO energy (alpha / beta) is -7.650 / -8.141 eV.

Cartesian coordinates (Å):
N: -1.82741 -2.63997 -0.43550
N: 1.11114 -0.35223 1.51426
C: 0.28356 -0.50419 0.62667
C: 1.48900 1.86238 0.21637
C: -2.09237 -1.61170 -1.16338
C: -2.07438 -1.31429 0.18053
C: 1.43229 0.37589 0.18035
H: 0.55767 2.28209 0.68298
H: 2.43573 2.16202 0.53088
H: -2.08540 -1.30704 -2.13420
H: 1.34007 2.20810 -0.75528
H: 2.11320 -0.07018 -0.42020
H: -2.68310 -1.09089 0.97654

=====

## B
The molecule C5H6N2. Source: OMol25; level of theory: wB97M-V/def2-TZVPD.

The value obtained for the LUMO energy is 0.776 eV. As for the spin multiplicity: 1. Its net charge is 0. The HOMO-LUMO gap is 0.3718 Eh. The HOMO energy is -9.342 eV. Its structure (SMILES) is N#C/C=C\N1CC1.

Cartesian coordinates (Å):
N: 0.62510 -0.22020 -0.14476
N: 0.18488 1.36765 2.75868
C: 1.16476 -0.04182 -1.45762
C: 0.03943 0.81111 -1.02140
C: -0.27260 0.45091 2.21357
C: -0.45496 -0.97305 0.29253
C: -0.89898 -0.64014 1.51411
H: 2.15715 0.39555 -1.41143
H: 0.11240 1.79958 -0.59117
H: -0.92049 0.59778 -1.50375
H: -1.74005 -1.12917 1.97716
H: -0.99232 -1.64864 -0.37874
H: 0.99570 -0.76957 -2.24717

=====

In order of decreasing stability: B, A.

=====

## A
The molecule C5H6N2. Source: OMol25; level of theory: wB97M-V/def2-TZVPD.

The value obtained for the LUMO energy is 0.722 eV. As for the spin multiplicity: 1. Its net charge is 0. The HOMO-LUMO gap is 0.3737 Eh. The HOMO energy is -9.448 eV.

Cartesian coordinates (Å):
N: -1.63617 0.74325 -0.51330
N: 2.67648 -0.94314 -1.71213
C: -1.32289 0.11205 0.76553
C: 0.16044 0.30668 1.11521
C: 1.83532 -0.54710 -0.78261
C: 3.40486 -1.34961 -2.52471
C: 1.05211 -0.11511 0.03976
H: 0.35493 -0.23814 2.02698
H: -1.93615 0.58258 1.53248
H: -1.52402 -0.95575 0.74725
H: -2.53617 0.43814 -0.88407
H: -0.83925 0.59934 -1.16122
H: 0.31051 1.36682 1.35084

=====

## B
The molecule C5H6N2. Source: OMol25; level of theory: wB97M-V/def2-TZVPD.

The value obtained for the LUMO energy is -0.788 eV. As for the spin multiplicity: 1. Its net charge is 0. The HOMO-LUMO gap is 0.3033 Eh. The HOMO energy is -9.040 eV.

Cartesian coordinates (Å):
N: -1.31674 -1.65630 -0.21085
N: -0.12297 0.18139 0.13094
C: -0.49666 -1.03958 0.59781
C: -1.48727 -0.79139 -1.26308
C: 2.14644 0.37972 1.16751
C: 0.88076 0.99235 0.78813
C: -0.76263 0.35361 -1.07648
H: -0.12366 -1.41076 1.54733
H: 2.23352 -0.52214 0.52833
H: -0.64627 1.25156 -1.66880
H: 0.43040 1.67088 1.52073
H: -2.12430 -1.05106 -2.09740
H: 1.38938 1.64172 0.03583

=====

## C
C5H6N2 as an isolated structure. Source: OMol25; level of theory: wB97M-V/def2-TZVPD.

The value obtained for the LUMO energy is 1.018 eV. As for the spin multiplicity: 1. Its net charge is 0. The HOMO-LUMO gap is 0.3653 Eh. The HOMO energy is -8.923 eV.

Cartesian coordinates (Å):
N: 0.07017 -0.53313 0.70802
N: 1.21550 1.18193 -0.25392
C: -1.32264 1.04035 0.24002
C: -1.20577 -0.46454 -0.09677
C: 1.24774 -1.06189 0.18124
C: 0.15848 0.82924 0.40812
C: 1.93125 -0.01565 -0.35451
H: -0.90354 -0.60002 -1.14184
H: 2.87676 -0.04333 -0.87999
H: -1.62784 1.72519 -0.54999
H: 1.49307 -2.11009 0.27777
H: -1.87084 1.22509 1.16643
H: -1.98085 -1.17534 0.18694

=====

## D
The molecule C5H6N2. Source: OMol25; level of theory: wB97M-V/def2-TZVPD.

The value obtained for the LUMO energy is 0.085 eV. As for the spin multiplicity: 1. Its net charge is 0. The HOMO-LUMO gap is 0.3390 Eh. The HOMO energy is -9.139 eV. Its structure (SMILES) is N#C/C=C\[C@@H]1CN1.

Cartesian coordinates (Å):
N: -1.25336 -0.41152 0.97654
N: 3.70437 -0.95675 -0.01835
C: 2.65541 -0.37529 0.18661
C: -0.31927 -0.56512 -0.31175
C: 0.43758 0.78302 -0.31721
C: -2.09691 -0.46530 -0.41867
C: 1.75582 0.76032 0.03380
H: -2.88568 0.31871 -0.59794
H: 2.26608 1.79834 0.46139
H: 0.22007 -1.47878 -0.59144
H: -0.15167 1.58146 -0.50744
H: -2.85390 -1.51303 -0.33774
H: -1.47854 0.52395 1.44220

=====

In order of decreasing stability: C, A, B, D.

=====

## A
C4H8S as an isolated structure. Source: OMol25; level of theory: wB97M-V/def2-TZVPD.

The value obtained for the LUMO energy is -0.531 eV. As for the spin multiplicity: 1. Its net charge is 0. The HOMO-LUMO gap is 0.3116 Eh. The HOMO energy is -9.011 eV.

Cartesian coordinates (Å):
S: 1.85756 -1.21910 -0.13345
C: 0.71126 1.19504 0.15625
C: -0.92517 -0.25827 -0.55811
C: 0.37982 -0.18815 0.09925
C: -1.78964 -1.25926 0.06112
H: 0.02379 1.39594 1.66149
H: -2.97949 -0.99885 -0.32626
H: 3.03132 0.05925 -0.81486
H: 2.22242 1.29788 0.19887
H: -1.18684 0.90666 -1.54361
H: 0.02386 -0.41571 1.13087
H: 0.06191 1.54695 -0.96010
H: -1.43080 -2.06238 1.02853

=====

## B
The molecule C4H8S. Source: OMol25; level of theory: wB97M-V/def2-TZVPD.

The value obtained for the LUMO energy is 0.974 eV. As for the spin multiplicity: 1. Its net charge is 0. The HOMO-LUMO gap is 0.3492 Eh. The HOMO energy is -8.529 eV. Its structure (SMILES) is C1CCSC1.

Cartesian coordinates (Å):
S: -0.75177 0.86298 -0.57481
C: 0.14445 -0.71195 -1.25588
C: 0.22564 0.88159 0.99453
C: 0.09879 -1.36076 0.20433
C: 0.89587 -0.38988 1.03260
H: 0.53506 -2.42090 0.18777
H: 0.95825 -0.83879 -1.73475
H: -0.92873 -1.29702 0.84314
H: 1.02141 1.64259 1.20702
H: 1.09899 -0.64296 2.17080
H: -0.36806 0.77997 2.02142
H: -0.56954 -1.16538 -2.16945
H: 2.09247 -0.37921 0.81761

=====

In order of decreasing stability: B, A.